[1]
The molecule C3H4N4Se at a distorted geometry, computed with wB97M-V/def2-TZVPD.

Multiplicity: 1
Energy: -2737.118151 Eh
SMILES: [H]/N=C(N)/N=C\N=C=[Se]
HOMO energy: -9.131 eV
Gap between HOMO and LUMO: 8.9 eV

Last column: Löwdin charge in e.
CARTESIAN COORDINATES (ANGSTROEM)
C1 1.651 -0.095 0.817  -0.168
C2 -0.048 0.800 -0.510  -0.657
C3 0.195 -2.162 0.636  -0.712
N1 1.105 0.901 0.249  0.136
N2 1.095 -1.366 0.877  0.082
N3 0.004 0.086 -1.520  0.139
N4 -1.134 1.498 -0.169  0.125
Se1 -1.217 -3.160 0.332  0.663
H1 2.527 0.041 1.399  0.107
H2 -1.244 2.324 0.416  0.102
H3 -2.059 1.118 -0.514  0.133
H4 -0.876 0.017 -2.015  0.051

***

[2]
A cluster of 2 separate species, C3H4NO2S in total at a distorted geometry, computed with wB97M-V/def2-TZVPD.

Multiplicity: 1
Energy: -720.016246 Eh
Total charge: -1
HOMO energy (alpha / beta): -3.204 / -2.232 eV
Gap between HOMO and LUMO (alpha / beta): 6.3 / 3.0 eV

Last column: Löwdin charge in e.
CARTESIAN COORDINATES (ANGSTROEM)
C1 -0.077 3.326 -0.746  -0.314
C2 1.019 2.443 -0.685  0.033
C3 -0.001 -1.628 0.127  -0.298
N1 -1.057 3.986 -0.756  0.120
O1 -1.015 -4.080 0.262  -0.526
O2 -0.933 -2.673 2.334  -0.517
S1 -1.064 -2.750 0.893  0.499
H1 1.550 1.924 -1.574  0.090
H2 1.431 2.074 0.280  0.063
H3 0.056 -1.843 -0.858  -0.085
H4 0.091 -0.779 0.725  -0.066

***

[3]
The ion C3H4NO3 with charge -1 at a distorted geometry, computed with wB97M-V/def2-TZVPD.

Multiplicity: 1
Energy: -397.221206 Eh
Total charge: -1
SMILES: CO/C([O-])=N\C=O
HOMO energy: -4.472 eV
Gap between HOMO and LUMO: 8.5 eV

Last column: Löwdin charge in e.
CARTESIAN COORDINATES (ANGSTROEM)
C1 -3.140 0.186 0.316  -0.516
C2 -1.016 -0.850 0.107  -0.580
C3 1.111 -0.032 -0.514  -0.106
N1 -2.192 -0.622 0.617  0.117
O1 -3.482 0.745 -0.720  -0.076
O2 -0.430 -1.925 0.049  -0.011
O3 -0.178 0.341 0.044  -0.108
H1 -3.825 0.332 1.107  0.072
H2 1.383 -0.678 0.282  0.053
H3 1.749 0.796 -0.429  0.057
H4 1.034 -0.747 -1.366  0.098

***

[4]
The ion C3H4NO5 with charge -1 at a distorted geometry, computed with wB97M-V/def2-TZVPD.

Multiplicity: 1
Energy: -547.575537 Eh
Total charge: -1
SMILES: O=C(O)N([O-])O/C=C/O
HOMO energy: -3.138 eV
Gap between HOMO and LUMO: 6.7 eV

Last column: Löwdin charge in e.
CARTESIAN COORDINATES (ANGSTROEM)
C1 -0.172 -0.907 -0.355  -0.235
C2 -0.386 0.101 0.488  -0.189
C3 2.142 0.606 -0.041  -0.656
N1 2.241 -0.828 0.116  -0.155
O1 2.262 -1.333 1.272  -0.147
O2 0.998 -1.391 -0.815  -0.138
O3 -1.697 0.482 0.701  -0.068
O4 2.622 1.359 0.748  0.086
O5 1.873 0.961 -1.308  0.068
H1 -1.103 -1.415 -0.807  0.132
H2 -2.204 -0.236 0.228  0.090
H3 0.191 0.688 1.150  0.111
H4 1.344 0.176 -1.621  0.099

***

[5]
The molecule C3H4NOP at a distorted geometry, computed with wB97M-V/def2-TZVPD.

Multiplicity: 1
Energy: -588.020560 Eh
SMILES: C[C@@H](C#N)P=O
HOMO energy: -10.030 eV
Gap between HOMO and LUMO: 9.0 eV

Last column: Löwdin charge in e.
CARTESIAN COORDINATES (ANGSTROEM)
C1 -1.271 -0.057 1.166  -0.261
C2 0.661 0.841 -0.237  -0.126
C3 -0.018 -0.358 0.298  -0.567
N1 -2.172 0.338 1.741  0.134
O1 0.437 -1.522 -1.943  -0.456
P1 -0.447 -1.768 -0.837  0.915
H1 -0.053 1.472 -0.825  0.096
H2 0.858 1.423 0.659  0.081
H3 1.455 0.508 -1.029  0.114
H4 0.550 -0.877 1.006  0.069

***

[6]
The ion C3H4NOS2 with charge +1 at a distorted geometry, computed with wB97M-V/def2-TZVPD.

Multiplicity: 1
Energy: -1042.748235 Eh
Total charge: +1
HOMO energy: -14.904 eV
Gap between HOMO and LUMO: 8.5 eV

Last column: Löwdin charge in e.
CARTESIAN COORDINATES (ANGSTROEM)
C1 1.084 -0.666 -0.388  -0.542
C2 -0.298 -0.224 -0.781  -0.605
C3 0.312 1.607 0.541  -0.710
N1 -0.977 -0.678 0.395  -0.034
O1 1.684 -1.664 -0.540  0.170
S1 1.619 0.581 0.986  1.096
S2 -0.636 1.534 -0.774  1.161
H1 -0.595 -0.663 -1.698  0.124
H2 0.213 2.563 1.040  0.057
H3 -1.978 -0.955 0.289  0.138
H4 -0.429 -1.435 0.931  0.146

***

[7]
The molecule C3H4NP at a distorted geometry, computed with wB97M-V/def2-TZVPD.

Multiplicity: 1
Energy: -512.573059 Eh
HOMO energy (alpha / beta): -7.756 / -7.756 eV
Gap between HOMO and LUMO (alpha / beta): 7.5 / 7.5 eV

Last column: Löwdin charge in e.
CARTESIAN COORDINATES (ANGSTROEM)
C1 1.288 0.437 1.180  0.057
C2 -1.016 -0.692 0.893  -0.285
C3 0.609 0.559 -1.060  -0.378
N1 1.316 0.646 0.008  -0.141
P1 -1.095 0.044 -0.591  0.831
H1 1.727 -0.107 1.910  0.028
H2 -2.030 -0.923 1.135  -0.091
H3 1.067 0.703 -1.968  0.023
H4 -1.866 -0.668 -1.508  -0.045

***

[8]
A structure of composition C3H4NS at a distorted geometry, computed with wB97M-V/def2-TZVPD.

Multiplicity: 1
Energy: -569.218582 Eh
Total charge: +1
HOMO energy: -15.234 eV
Gap between HOMO and LUMO: 8.0 eV

Last column: Löwdin charge in e.
CARTESIAN COORDINATES (ANGSTROEM)
C1 0.745 -0.351 1.295  -0.085
C2 -0.159 -0.466 2.566  -0.247
C3 -0.975 0.257 -0.032  -0.353
N1 0.336 -0.170 -0.051  0.016
S1 -1.551 0.170 1.831  1.045
H1 1.783 -0.640 1.578  0.133
H2 -0.863 1.330 -0.261  0.126
H3 -1.833 -0.247 -0.536  0.126
H4 1.218 0.028 -0.666  0.240

***

[9]
The ion C3H4NS with charge +1 at a distorted geometry, computed with wB97M-V/def2-TZVPD.

Multiplicity: 3
Energy: -569.193065 Eh
Total charge: +1
HOMO energy (alpha / beta): -13.617 / -16.212 eV
Expectation value of S²: 2.015
Gap between HOMO and LUMO (alpha / beta): 9.4 / 5.9 eV

Last column: Löwdin charge in e.
CARTESIAN COORDINATES (ANGSTROEM)
C1 0.973 -0.290 -0.023  -0.186
C2 -1.204 -1.019 0.018  -0.339
C3 0.259 1.011 -0.002  -0.298
N1 0.326 -1.373 -0.009  0.111
S1 -1.512 0.581 -0.008  1.247
H1 2.055 -0.328 -0.072  0.148
H2 -1.905 -1.835 0.063  0.086
H3 0.487 1.609 0.888  0.116
H4 0.521 1.645 -0.855  0.115

***

[10]
A structure of composition C3H4NaO3 at a distorted geometry, computed with wB97M-V/def2-TZVPD.

Multiplicity: 1
Energy: -504.653677 Eh
Total charge: -1
HOMO energy: -3.817 eV
Gap between HOMO and LUMO: 6.3 eV

Last column: Löwdin charge in e.
CARTESIAN COORDINATES (ANGSTROEM)
C1 0.729 -1.316 -1.782  -0.121
C2 1.647 -0.349 -1.250  -0.220
H1 1.107 -1.812 -2.680  0.054
H2 0.369 -2.008 -1.007  0.080
H3 0.275 -0.138 -2.079  0.185
O1 1.481 0.061 -0.008  -0.050
C3 0.182 0.271 0.582  -0.747
O2 0.219 0.957 1.618  -0.061
O3 -0.775 -0.011 -0.130  -0.032
Na1 -1.977 1.922 2.590  0.168
H4 -3.257 2.423 4.147  -0.255